Here is a gas-phase ion, C3H5N2O2 (charge -1) from the Open Molecules 2025 dataset. Energies are from the ωB97M-V functional and the def2-TZVPD basis.

```
12
Properties=species:S:1:pos:R:3
C 1.796 0.338 0.834
C 1.287 -0.660 -0.331
C -0.059 -0.074 -0.457
N -1.112 -0.624 0.000
N -2.224 0.053 0.090
O -2.281 1.271 -0.086
O -3.235 -0.607 0.413
H 1.062 0.296 1.648
H 1.916 1.342 0.365
H 1.874 -0.382 -1.171
H 1.089 -1.707 -0.149
H -0.113 0.755 -1.157
```

- HOMO level: -2.60 eV
- LUMO energy: 0.1477 hartree
- 2S+1: 1
- Net charge: -1
- HOMO-LUMO gap: 6.6 eV

=====

Here is a molecular structure, C14H25AuN5O6S from the Open Molecules 2025 dataset. Energies are from the ωB97M-V functional and the def2-TZVPD basis.

```
52
Properties=species:S:1:pos:R:3
O 4.498 -2.419 -2.049
H 5.307 -2.917 -1.878
Au 0.403 -0.301 -0.142
N -1.434 -0.805 -0.780
N 0.773 -0.554 -2.106
N -0.077 -0.204 1.818
N 2.210 -0.026 0.719
O -2.445 -1.018 0.001
O -1.360 -0.304 2.298
O 3.394 0.042 0.011
O 1.967 -0.431 -2.547
C -0.359 -0.669 -2.860
C -1.561 -0.838 -2.129
C 0.896 0.224 2.633
C 2.172 0.383 1.995
C -2.924 -1.013 -2.686
H -3.608 -0.245 -2.300
H -3.336 -2.001 -2.444
H -2.907 -0.938 -3.777
C -0.250 -0.529 -4.331
H 0.493 -1.228 -4.723
H 0.052 0.484 -4.625
H -1.206 -0.735 -4.817
C 0.566 0.648 4.019
C 3.363 1.035 2.610
H -0.326 0.157 4.421
H 0.390 1.731 4.065
H 1.397 0.436 4.701
H 4.052 1.413 1.845
H 3.917 0.336 3.249
H 3.045 1.876 3.240
H -1.890 -0.579 1.460
H 3.113 -0.056 -0.941
C 3.458 -3.129 -1.391
H 2.538 -2.925 -1.936
H 3.353 -2.740 -0.377
H 3.675 -4.203 -1.376
O -0.075 -3.463 0.971
H 0.006 -2.705 1.577
H -0.793 -3.185 0.376
S 0.188 2.570 -0.648
C -1.355 2.575 0.061
N -1.456 2.749 1.432
C -2.663 2.885 2.064
C -3.825 2.753 1.339
C -3.763 2.397 -0.014
C -2.534 2.316 -0.653
H -0.585 2.900 1.948
H -2.617 3.101 3.131
H -4.780 2.911 1.828
H -4.668 2.193 -0.578
H -2.428 2.046 -1.707
```

- HOMO level (spin up / spin down): -9.33 / -11.05 eV
- LUMO energy (spin up / spin down): -0.1929 / -0.2024 hartree
- 2S+1: 3
- Net charge: +1
- Expectation value of S²: 2.06
- HOMO-LUMO gap (spin up / spin down): 4.1 / 5.5 eV

=====

Here is a molecular structure, C22H31BBrF13NO10 from the Open Molecules 2025 dataset. Energies are from the ωB97M-V functional and the def2-TZVPD basis.

```
79
Properties=species:S:1:pos:R:3
O 5.840 -2.294 0.010
N 5.187 -1.901 -0.923
O 3.869 -1.893 -0.469
C 3.361 -0.536 -0.707
Br 4.814 0.526 -1.663
C 2.130 -0.344 -1.756
O 1.972 1.095 -1.617
B 2.142 1.327 -0.159
C 0.831 1.959 0.666
C -0.054 2.686 -0.444
C -1.190 3.650 0.112
F -1.285 4.829 -0.695
F -0.788 4.109 1.410
C -2.619 2.974 0.312
F -2.485 1.949 1.276
F -3.456 3.961 0.925
C -3.352 2.510 -1.029
F -2.580 2.742 -2.200
F -4.519 3.300 -1.215
C -3.693 0.930 -1.071
F -4.129 0.694 -2.407
F -2.522 0.168 -0.924
C -4.872 0.497 -0.083
F -5.264 1.478 0.830
F -6.006 0.233 -0.902
C -4.606 -0.855 0.730
F -5.728 -1.058 1.577
F -4.567 -1.989 -0.106
F -3.499 -0.794 1.579
O 2.828 0.147 0.414
H 1.182 -0.735 -1.247
H 2.306 -0.589 -2.853
H 2.910 2.245 -0.087
H 1.277 2.665 1.437
H 0.290 1.063 1.121
H 0.675 3.324 -1.068
H -0.486 1.874 -1.132
O 2.425 4.191 -1.697
C 2.511 3.995 -2.883
O 3.715 4.052 -3.488
C 3.952 3.689 -4.851
C 3.608 4.831 -5.787
C 1.283 3.770 -3.721
H 3.426 2.765 -5.105
H 5.020 3.471 -4.932
H 2.552 5.102 -5.728
H 3.839 4.564 -6.823
H 4.177 5.724 -5.521
H 0.813 4.732 -3.932
H 0.591 3.145 -3.155
H 1.472 3.246 -4.655
O -1.949 -0.901 8.299
C -2.764 -0.892 7.408
O -2.369 -0.723 6.134
C -3.232 -0.848 4.995
C -4.005 0.434 4.757
C -4.235 -0.985 7.710
H -3.883 -1.720 5.093
H -2.584 -1.038 4.134
H -4.652 0.680 5.601
H -4.623 0.351 3.860
H -3.318 1.274 4.633
H -4.596 -0.006 8.027
H -4.375 -1.703 8.520
H -4.837 -1.342 6.878
O 3.638 -6.115 -3.426
C 3.088 -6.281 -2.364
O 3.126 -5.318 -1.427
C 2.385 -5.353 -0.199
C 3.107 -6.177 0.847
C 2.427 -7.593 -2.036
H 1.362 -5.695 -0.372
H 2.314 -4.319 0.149
H 3.225 -7.217 0.537
H 2.563 -6.159 1.795
H 4.113 -5.783 1.013
H 3.190 -8.311 -1.735
H 1.920 -7.956 -2.932
H 1.666 -7.525 -1.262
```

- HOMO level: -4.46 eV
- LUMO energy: 0.0781 hartree
- 2S+1: 1
- Net charge: -1
- HOMO-LUMO gap: 6.6 eV

=====

Here is a single C2H7NS molecule from the Open Molecules 2025 dataset. Energies are from the ωB97M-V functional and the def2-TZVPD basis.

```
11
Properties=species:S:1:pos:R:3
N 0.150 -1.289 1.162
C -0.347 -0.718 -0.108
C 0.319 0.725 -0.253
S -0.132 1.893 -1.638
H -0.570 -1.716 1.750
H 0.892 -1.923 1.019
H -1.439 -0.539 0.026
H -0.281 -1.357 -1.039
H 0.123 1.216 0.766
H 1.348 0.453 -0.532
H -0.063 3.253 -1.154
```

- HOMO level: -8.84 eV
- LUMO energy: 0.0350 hartree
- 2S+1: 1
- HOMO-LUMO gap: 9.8 eV
- SMILES: NCCS

=====

Here is a molecular structure, C5H8FO4V from the Open Molecules 2025 dataset. Energies are from the ωB97M-V functional and the def2-TZVPD basis.

```
19
Properties=species:S:1:pos:R:3
C -1.670 1.097 -0.115
O -0.710 0.282 -0.813
C -1.408 2.581 -0.228
H -2.623 0.840 -0.590
H -1.745 0.767 0.929
H -2.223 3.116 0.277
H -0.464 2.882 0.245
H -1.396 2.893 -1.280
C 0.706 0.348 -0.916
O 1.333 -2.178 -0.004
C 0.634 -1.663 0.895
C 1.101 -0.324 1.367
O 1.331 0.533 0.265
O 1.320 0.050 -1.911
F 1.867 -4.876 -2.364
H -0.104 -2.292 1.416
H 0.379 0.069 2.100
H 2.058 -0.460 1.892
V 1.612 -3.663 -1.162
```

- HOMO level (spin up / spin down): -13.62 / -14.49 eV
- LUMO energy (spin up / spin down): -0.2057 / -0.2089 hartree
- 2S+1: 4
- Net charge: +1
- Expectation value of S²: 3.76
- HOMO-LUMO gap (spin up / spin down): 8.0 / 8.8 eV

=====

Here is a molecular structure, C44H56IN8OPRh from the Open Molecules 2025 dataset. Energies are from the ωB97M-V functional and the def2-TZVPD basis.

```
112
Properties=species:S:1:pos:R:3
Rh 0.264 0.113 -1.002
I -0.036 0.666 -3.580
C -0.321 -1.067 -4.826
C -1.022 -0.722 -5.961
C -1.205 -1.638 -6.994
C -0.686 -2.896 -6.854
C -0.007 -3.282 -5.681
C 0.472 -4.603 -5.602
C 1.146 -5.040 -4.495
C 1.343 -4.163 -3.434
C 0.892 -2.851 -3.449
P 1.337 -1.955 -1.898
C 1.179 -3.314 -0.693
C 2.200 -3.790 0.123
C 1.957 -4.863 0.966
C 0.708 -5.462 1.010
C -0.323 -4.966 0.225
C -0.094 -3.890 -0.611
C 3.088 -1.549 -2.270
C 4.059 -2.500 -2.579
C 5.335 -2.091 -2.929
C 5.660 -0.744 -2.982
C 4.704 0.207 -2.654
C 3.429 -0.194 -2.306
C 0.207 -2.357 -4.597
H -1.419 0.276 -6.071
H -1.725 -1.337 -7.888
H -0.792 -3.626 -7.641
H 0.298 -5.261 -6.438
H 1.518 -6.049 -4.431
H 1.861 -4.537 -2.566
H 3.192 -3.363 0.080
H 2.756 -5.241 1.580
H 0.533 -6.308 1.656
H -1.294 -5.438 0.249
H -0.893 -3.498 -1.233
H 3.833 -3.555 -2.555
H 6.079 -2.832 -3.179
H 6.649 -0.432 -3.279
H 4.954 1.256 -2.680
H 2.681 0.555 -2.038
C -0.054 4.197 5.551
C 0.387 2.821 6.044
N 0.504 1.886 4.942
C -0.575 0.960 4.700
C -0.467 -0.290 5.578
C 1.671 1.898 4.262
O 2.581 2.660 4.513
C 1.902 0.952 3.108
C 3.011 0.109 3.198
C 3.417 -0.572 2.066
C 2.713 -0.388 0.889
N 1.642 0.398 0.796
C 1.246 1.055 1.888
H -0.145 4.867 6.399
H -1.016 4.136 5.048
H 0.690 4.602 4.871
H -0.325 2.428 6.766
H 1.369 2.916 6.512
H -0.569 0.666 3.648
H -1.518 1.473 4.914
H 0.481 -0.798 5.410
H -1.277 -0.978 5.350
H -0.531 -0.026 6.629
H 3.549 0.012 4.129
H 4.284 -1.212 2.079
H 3.041 -0.872 -0.020
H 0.387 1.703 1.778
C -4.818 0.191 2.156
C -4.869 -0.939 1.125
N -3.534 -1.411 0.781
C -3.144 -2.707 1.314
C -2.670 -2.694 2.764
C -2.686 -0.662 0.070
C -3.212 0.409 -0.836
N -1.396 -0.852 0.049
H -5.830 0.461 2.447
H -4.329 1.079 1.763
H -4.279 -0.129 3.045
H -5.401 -0.628 0.223
H -5.409 -1.782 1.554
H -2.359 -3.127 0.680
H -4.019 -3.354 1.225
H -1.870 -1.971 2.913
H -2.297 -3.682 3.016
H -3.482 -2.469 3.449
H -3.753 -0.063 -1.658
H -2.360 0.959 -1.242
H -3.887 1.103 -0.347
H -1.055 -1.636 0.603
C -0.998 3.789 -2.140
N -0.428 3.113 -0.953
C -1.323 3.443 0.172
N -1.420 4.869 0.387
C -1.984 5.502 -0.798
N -1.120 5.213 -1.929
C 0.187 5.808 -1.696
N 0.753 5.175 -0.513
C 0.886 3.748 -0.713
C -0.100 5.430 0.638
H -1.984 3.367 -2.355
H -0.343 3.613 -2.997
H -0.961 2.975 1.089
H -2.318 3.057 -0.058
H -2.045 6.579 -0.640
H -2.986 5.109 -0.978
H 0.072 6.881 -1.529
H 0.829 5.640 -2.563
H 1.342 3.313 0.180
H 1.532 3.559 -1.576
H -0.185 6.503 0.817
H 0.338 4.955 1.517
```

- HOMO level (spin up / spin down): -15.07 / -15.07 eV
- LUMO energy (spin up / spin down): -0.3988 / -0.3985 hartree
- 2S+1: 1
- Net charge: +3
- HOMO-LUMO gap (spin up / spin down): 4.2 / 4.2 eV

=====

Here is a single C5H10BN molecule from the Open Molecules 2025 dataset. Energies are from the ωB97M-V functional and the def2-TZVPD basis.

```
17
Properties=species:S:1:pos:R:3
N -3.297 0.681 -0.026
B -1.850 -0.009 0.250
C -1.189 -1.412 -0.149
C -0.356 -0.185 0.527
C 0.781 0.253 -0.321
C 1.940 1.073 0.279
C 2.016 -0.367 0.092
H -4.052 0.169 -0.578
H -3.388 1.589 0.201
H -1.379 -2.376 0.157
H -0.881 -1.413 -1.128
H -0.157 -0.353 1.550
H 0.502 0.239 -1.364
H 1.715 1.391 1.255
H 2.338 1.808 -0.419
H 2.454 -0.929 -0.697
H 2.038 -1.067 0.970
```

- HOMO level: -8.92 eV
- LUMO energy: 0.0239 hartree
- 2S+1: 1
- HOMO-LUMO gap: 9.6 eV
- SMILES: NB1C[C@H]1C1CC1

=====

Here is a molecular structure, C13H16N5PtS2 from the Open Molecules 2025 dataset. Energies are from the ωB97M-V functional and the def2-TZVPD basis.

```
37
Properties=species:S:1:pos:R:3
Pt -0.591 -0.955 -0.486
C 3.402 -4.880 0.639
C 3.984 -3.550 1.082
N 3.388 -2.387 0.360
C 2.143 -1.987 0.401
S 1.659 -0.601 -0.594
N 1.305 -2.568 1.303
N 0.080 -2.113 1.216
C -0.730 -2.191 2.274
C -0.459 -3.041 3.446
C -1.856 -1.269 2.197
C -2.807 -1.172 3.199
C -3.774 -0.164 3.133
C -3.741 0.721 2.076
C -2.762 0.572 1.089
N -1.855 -0.397 1.138
H 3.969 -5.664 1.140
H 3.520 -5.024 -0.435
H 2.356 -4.991 0.921
H 5.047 -3.491 0.859
H 3.835 -3.352 2.147
H 4.030 -1.840 -0.212
H 0.440 -3.635 3.318
H -1.314 -3.709 3.599
H -0.367 -2.426 4.346
H -2.797 -1.863 4.031
H -4.523 -0.075 3.909
H -4.454 1.531 1.991
H -2.710 1.254 0.249
S -2.341 -2.356 -4.421
C -0.658 -2.154 -4.627
C -0.078 -1.765 -3.469
N -0.973 -1.631 -2.421
C -2.212 -1.931 -2.806
H -0.186 -2.317 -5.583
H 0.966 -1.549 -3.318
H -3.064 -1.910 -2.143
```

- HOMO level (spin up / spin down): -18.96 / -19.01 eV
- LUMO energy (spin up / spin down): -0.4073 / -0.4984 hartree
- 2S+1: 5
- Net charge: +3
- Expectation value of S²: 6.05
- HOMO-LUMO gap (spin up / spin down): 7.9 / 5.5 eV

=====

Here is a single C4H9ClO molecule from the Open Molecules 2025 dataset. Energies are from the ωB97M-V functional and the def2-TZVPD basis.

```
15
Properties=species:S:1:pos:R:3
C -0.255 -0.783 1.530
C 0.391 -0.280 0.254
C 0.432 -1.144 -0.934
C -0.355 1.340 -0.192
O 0.367 1.727 -1.280
Cl -2.103 1.233 -0.456
H -0.533 0.085 2.193
H -1.205 -1.248 1.121
H 0.272 -1.514 2.099
H 1.422 0.116 0.364
H 0.842 -2.051 -0.561
H -0.439 -1.388 -1.462
H 1.228 -0.752 -1.660
H -0.208 2.060 0.554
H 0.144 2.598 -1.572
```

- HOMO level: -9.81 eV
- LUMO energy: 0.0295 hartree
- 2S+1: 1
- HOMO-LUMO gap: 10.6 eV
- SMILES: CC(C)[C@@H](O)Cl

=====

no.,maximum force (eV/Å)
1,4.2
2,2.6
3,4.5
4,2.3
5,3.0
6,2.8
7,7.7
8,0.3
9,5.1